DFT (ωB97M-V with the def2-TZVPD basis set) results for 12 unconnected molecules or ions with the total composition C45H72O36 in a non-equilibrium geometry.

As for the relative energy (zero: lowest compared OMol25 entry of this formula, charge and spin): 624.9 kJ/mol. As for the strongest force on any atom: 6.17 eV/Å. For the total energy, the calculation gives -4466.46258 a.u. The highest occupied orbital energy comes out at -10.07 eV. The LUMO energy is -0.11 eV. The structure (SMILES) is C[C@H]1COC(=O)O1.C[C@H]1COC(=O)O1.C[C@H]1COC(=O)O1.C[C@H]1COC(=O)O1.C[C@H]1COC(=O)O1.C[C@H]1COC(=O)O1.C[C@H]1COC(=O)O1.C[C@H]1COC(=O)O1.C[C@H]1COC(=O)O1.COC(=O)OC.COC(=O)OC.COC(=O)OC. Its frontier orbital gap is 10.0 eV. As for the total charge: 0.

```
153
Properties=species:S:1:pos:R:3:forces:R:3
C -3.4105 1.7120 1.3021 -0.1 -0.9 0.1
C -4.9249 1.7136 1.0997 1.5 0.5 -0.6
C -5.6366 2.9142 1.6564 -0.8 -0.9 1.9
O -5.9999 3.7125 0.5889 -0.1 0.9 -1.4
C -5.7232 3.0807 -0.5667 -1.2 2.1 -4.9
O -6.0019 3.5402 -1.7290 1.3 -2.1 5.4
O -5.0931 1.9296 -0.3441 -0.7 -0.7 0.3
H -2.9862 0.7367 1.0636 -0.1 -0.2 -0.2
H -3.1038 1.8799 2.3345 -0.2 0.4 -0.1
H -2.9886 2.4152 0.5840 0.1 0.3 0.4
H -5.4477 0.8304 1.4669 0.3 -0.3 -0.6
H -5.0892 3.4365 2.4410 0.2 0.3 -0.4
H -6.5389 2.5195 2.1235 -0.3 0.4 0.2
C 0.9654 -7.7085 -1.4495 0.0 -0.4 -0.5
C -0.4709 -7.1920 -1.4990 1.9 2.2 2.7
C -0.6604 -5.6428 -1.3552 0.9 -1.4 2.0
O -0.8458 -5.1393 -2.6440 -0.9 -1.6 -0.7
C -1.2520 -6.2284 -3.4221 1.2 0.8 -1.9
O -1.5567 -6.1070 -4.6009 0.4 -1.0 3.7
O -1.0267 -7.3943 -2.6816 -2.9 -0.1 -5.5
H 1.5103 -7.6822 -2.3931 -0.3 0.8 -0.4
H 0.9326 -8.7916 -1.3319 0.1 0.0 0.9
H 1.5663 -7.1498 -0.7319 -0.1 -0.5 0.3
H -1.0774 -7.6225 -0.7022 0.1 -0.4 0.0
H 0.2148 -5.2491 -0.8383 -0.2 0.6 -0.3
H -1.5349 -5.5929 -0.7065 -0.1 0.9 -0.3
C 4.0849 1.8741 -2.1606 -0.5 0.1 1.1
C 3.9812 0.3475 -2.0948 0.4 -0.5 0.1
C 4.8375 -0.4171 -3.1117 0.3 0.1 1.4
O 5.4387 -1.4702 -2.2820 -0.5 0.1 -1.1
C 5.2497 -1.2080 -0.9666 2.7 -1.9 2.0
O 5.7880 -1.8546 -0.0578 -1.7 1.4 -2.6
O 4.5651 -0.1143 -0.7913 -1.3 1.7 -0.8
H 5.0884 2.2430 -2.3729 0.2 -0.3 0.2
H 3.7893 2.1943 -1.1615 0.4 0.1 0.2
H 3.4181 2.4885 -2.7655 -0.3 -0.9 -0.5
H 2.9866 -0.0984 -2.1103 -0.3 0.7 0.1
H 5.6119 0.2550 -3.4816 0.3 -0.3 -0.1
H 4.2378 -0.8084 -3.9334 0.2 -0.3 0.2
C -3.2732 4.3630 7.6500 -0.7 0.2 1.0
C -3.7032 3.3011 6.6992 0.4 -0.8 1.5
C -3.9138 3.7576 5.2670 0.6 -0.2 1.5
O -3.3824 2.6618 4.5917 0.7 -1.9 -1.5
C -2.5678 1.8450 5.3866 1.2 0.0 -0.5
O -1.7866 1.0109 4.9798 -1.9 1.5 0.3
O -2.7069 2.2125 6.6654 -0.4 0.8 -1.0
H -4.1332 5.0307 7.7022 0.3 0.7 -0.3
H -2.3250 4.8531 7.4293 -0.3 0.1 -0.3
H -3.2508 4.0366 8.6898 0.4 -0.5 -0.1
H -4.5778 2.7785 7.0867 -0.3 0.3 -0.1
H -3.3326 4.6480 5.0271 0.0 0.1 0.0
H -4.9786 3.9376 5.1194 0.1 -0.3 -0.5
C 4.4740 -0.7775 6.9847 -0.7 -0.2 -1.0
C 3.8389 0.1527 5.9578 -0.5 0.1 2.8
C 4.7670 1.3101 5.5392 -2.1 -2.1 1.1
O 4.7339 1.0686 4.1978 1.3 0.8 -3.8
C 3.9419 0.0769 3.7419 -0.7 0.8 -4.0
O 3.7319 -0.0842 2.5140 0.6 0.1 4.7
O 3.3647 -0.5348 4.7742 0.8 0.3 0.3
H 5.4960 -0.9802 6.6646 0.0 -0.4 0.3
H 3.8381 -1.6628 6.9908 0.4 -0.3 0.2
H 4.4468 -0.3403 7.9828 0.1 0.1 -0.1
H 2.9887 0.6400 6.4351 -0.5 -0.5 -0.2
H 5.7550 1.1478 5.9700 0.0 0.7 -0.1
H 4.1782 2.1888 5.8024 1.1 0.7 -0.2
C -0.4251 2.4506 -3.0597 0.9 0.8 1.5
C -1.6503 1.8228 -2.2492 3.3 1.9 -0.9
C -2.8644 2.4728 -2.8295 -1.1 1.2 2.5
O -3.1631 1.6442 -3.8852 0.1 -1.4 -1.6
C -2.6386 0.4341 -3.6049 -1.2 -4.3 -4.1
O -2.9024 -0.5994 -4.2932 1.0 4.0 3.1
O -1.7632 0.4814 -2.6070 -0.9 -1.1 -0.1
H -0.2151 3.4493 -2.6767 -1.0 0.7 0.0
H -0.4758 2.5591 -4.1431 -0.7 -0.4 0.0
H 0.5976 2.1489 -2.8333 -0.3 -1.6 0.1
H -1.4739 1.8767 -1.1749 -0.1 0.2 -0.1
H -2.6844 3.5264 -3.0430 0.0 -0.2 -0.7
H -3.7519 2.4330 -2.1981 0.2 0.2 0.4
C 4.7382 2.5576 -5.8432 -0.1 -0.1 0.2
C 3.1821 2.4493 -6.1489 3.6 0.2 0.7
C 2.8520 1.4583 -7.2037 -1.8 0.6 -2.3
O 2.1595 0.4304 -6.5588 -0.1 -1.8 0.3
C 1.9819 0.6756 -5.2704 -0.2 -1.8 1.5
O 1.4902 -0.1330 -4.4723 1.4 3.0 -2.1
O 2.5412 1.8992 -5.0077 -1.1 -0.1 1.2
H 4.9031 2.6739 -4.7721 -0.2 0.1 0.0
H 5.2433 3.4014 -6.3132 -0.5 0.3 -0.1
H 5.3838 1.7365 -6.1550 -0.6 -0.6 0.0
H 2.9370 3.4854 -6.3823 -1.0 -0.3 0.3
H 3.6271 1.0855 -7.8733 0.3 -0.1 0.6
H 2.0716 1.8567 -7.8521 0.2 0.4 -0.4
C -4.5980 -1.5881 -0.6133 -0.9 -0.2 -1.0
C -4.4550 -2.7552 0.3505 0.1 1.1 -2.5
C -3.3351 -3.6929 -0.1362 -3.3 -1.1 -3.5
O -2.6600 -4.0347 0.9838 1.2 -1.1 -0.6
C -2.8529 -3.0466 1.7945 -0.3 0.7 4.0
O -2.3874 -3.0539 2.8835 0.9 0.9 1.0
O -3.8093 -2.1734 1.4034 1.9 0.5 2.4
H -5.1305 -0.7427 -0.1776 0.3 0.0 0.3
H -5.1524 -1.7624 -1.5355 0.0 -0.5 0.0
H -3.5837 -1.3416 -0.9273 -0.1 0.5 0.2
H -5.3719 -3.1775 0.7617 -0.1 -0.5 -0.6
H -2.7350 -3.2518 -0.9320 0.3 0.3 0.3
H -3.8320 -4.5575 -0.5763 0.3 -0.4 0.0
C 1.1161 3.4536 2.5556 1.9 -0.8 -1.2
C 2.6536 3.2273 2.3884 -1.2 0.2 0.8
C 3.2773 4.1270 1.3020 -1.6 -1.3 -0.2
O 4.1325 4.9485 1.9818 1.9 1.6 1.1
C 4.2115 4.6233 3.2779 -0.1 0.1 2.4
O 4.9360 5.0615 4.1381 -0.5 -0.1 -1.7
O 3.2324 3.7359 3.5933 0.9 -0.3 -0.4
H 0.7858 3.0607 1.5940 -0.9 0.3 0.0
H 0.9907 4.5329 2.6423 -0.4 -0.1 0.0
H 0.6732 2.8854 3.3736 0.1 0.1 0.0
H 2.9434 2.1902 2.2196 -0.2 -0.1 0.3
H 2.4309 4.6973 0.9191 0.4 0.2 -0.8
H 3.8694 3.5714 0.5748 -0.5 0.0 -0.2
C -0.0073 -2.2016 -2.5042 0.7 1.6 -1.6
O -0.4425 -2.0537 -1.1640 -1.2 -1.0 0.6
C -0.0254 -1.0653 -0.3910 3.3 0.9 -0.7
O 0.7817 -0.1975 -0.7088 -1.3 -0.3 -0.2
O -0.3882 -1.2874 0.8447 -1.8 -0.8 0.8
C -0.1545 -0.3846 1.9203 0.8 0.9 0.1
H -0.6581 -2.8081 -3.1341 -0.4 -0.1 0.9
H 0.9997 -2.6012 -2.6238 0.1 -0.2 0.7
H 0.0209 -1.2182 -2.9736 0.0 0.0 0.1
H 0.7948 -0.6157 2.4035 0.0 -0.4 0.0
H -0.9760 -0.4222 2.6358 0.0 -0.4 -0.2
H -0.0259 0.6525 1.6106 -0.2 0.0 -0.5
C -1.3465 -1.9594 -6.7391 0.0 -0.6 -1.2
O -0.7519 -0.9276 -7.6207 -1.4 -0.1 1.3
C 0.0517 -1.2770 -8.5805 1.3 -3.8 -0.5
O 0.3875 -2.4308 -8.8756 -0.6 2.0 0.4
O 0.5063 -0.2001 -9.1798 0.7 2.2 -0.6
C 1.4609 -0.2960 -10.2308 -0.2 -1.0 -1.5
H -2.3242 -1.6196 -6.3975 0.7 0.7 0.5
H -0.6043 -2.2819 -6.0088 -0.3 0.6 0.3
H -1.6331 -2.8706 -7.2640 0.5 0.1 -0.7
H 2.5059 -0.4603 -9.9677 -0.2 -0.2 0.8
H 1.4659 0.5481 -10.9204 -0.5 0.7 0.8
H 1.1606 -1.0756 -10.9308 0.1 -0.5 0.4
C -2.4735 -1.5291 7.2699 -0.9 -0.1 -0.4
O -1.5074 -2.0230 6.4101 3.6 -2.6 -0.1
C -0.7186 -3.1381 6.7960 -1.8 -1.0 -1.3
O -1.0666 -4.0655 7.5069 0.3 2.3 -0.3
O 0.3919 -3.2682 6.0578 0.7 0.3 0.3
C 0.7188 -2.4102 4.9400 -0.8 0.8 0.2
H -3.2402 -2.2720 7.4898 0.1 -0.1 0.3
H -2.9022 -0.8195 6.5622 -0.4 0.7 1.0
H -2.0032 -1.1446 8.1749 -0.4 0.4 0.0
H 0.0560 -2.7235 4.1334 0.0 0.5 -0.1
H 1.7555 -2.3921 4.6040 0.1 -1.3 0.6
H 0.6215 -1.3677 5.2429 -0.8 0.1 -0.2
```
Positions in Å, forces in eV/Å.